1.
Molecular formula: C3H7N4
Method: DFT, the ωB97M-V functional and the def2-TZVPD basis

Properties
Calculated total energy: -9173.026 eV
LUMO energy (spin up / spin down): -7.19 / -7.19 eV
Energy relative to the best compared isomer or geometry (same formula, charge and spin): 126.6 kcal/mol
Total charge: +1
HOMO energy (spin up / spin down): -14.858 / -14.858 eV
F_max: 3.8 eV/A

Cartesian coordinates (Å):
C: -0.2624 0.3085 -0.8751
C: -1.0329 1.4091 -0.2005
C: -2.0348 -1.3147 -0.2710
N: -0.8030 -0.8173 -1.0162
N: -1.8777 0.8362 0.5697
N: -2.1327 -0.3212 0.8130
N: 1.5007 0.5977 0.6253
H: 0.5887 0.3806 -1.5468
H: -0.6718 2.4893 -0.1327
H: -2.8789 -1.3025 -1.0347
H: -1.9662 -2.2393 0.2169
H: 1.1686 1.0786 1.4716
H: 2.5236 0.9274 0.5296
H: 1.5933 -0.3451 0.9861

Atom charges from the Löwdin analysis, given in e for atoms 1 to 6:
1. C -0.18
2. C 0.01
3. C -0.07
4. N 0.15
5. N 0.08
6. N 0.16

2.
Molecular formula: C22H23N5O6SSc
Method: DFT, the ωB97M-V functional and the def2-TZVPD basis

Properties
Calculated total energy: -74460.897 eV
LUMO energy: -2.58 eV
Total charge: +1
HOMO energy: -12.306 eV
F_max: 0.2 eV/A

Cartesian coordinates (Å):
Sc: 0.1398 0.2863 -0.4244
O: 0.8377 3.0551 2.6010
C: 0.4799 2.0949 1.9636
O: 0.3506 2.0380 0.6586
C: 0.1912 0.7592 2.6186
C: 0.1331 0.4924 3.9726
C: -0.1370 -0.8165 4.3632
C: -0.3388 -1.8108 3.4112
C: -0.2529 -1.4539 2.0785
N: 0.0083 -0.2031 1.7243
C: -0.4749 -2.3523 0.8720
O: -0.8082 -3.5038 0.9942
O: -0.2993 -1.6953 -0.2480
H: 0.2927 1.2895 4.6846
H: -0.1947 -1.0613 5.4155
H: -0.5597 -2.8344 3.6783
C: 5.6985 2.0610 -0.5097
N: 4.5580 1.1864 -0.6896
C: 4.6240 -0.2003 -1.0971
C: 3.1519 -0.5882 -1.0784
O: 2.7086 -1.6601 -1.4110
N: 2.4107 0.4906 -0.6244
C: 3.2868 1.5045 -0.4199
N: 2.9286 2.7106 -0.0138
H: 6.5684 1.5919 -0.9613
H: 5.9118 2.2366 0.5467
H: 5.5376 3.0144 -1.0152
H: 5.1856 -0.8178 -0.3931
H: 5.0444 -0.3249 -2.0958
H: 1.9550 2.8650 0.2435
H: 3.6203 3.4022 0.2141
O: -1.8687 0.6672 -0.7942
S: -3.0296 -0.2764 -0.4294
C: -3.0829 -1.5092 -1.7659
C: -4.1592 -1.0821 -2.7717
C: -4.4044 0.4128 -2.5775
C: -4.4585 0.6082 -1.0687
H: -3.2453 -2.4858 -1.3125
H: -2.0698 -1.4946 -2.1640
H: -5.0811 -1.6328 -2.5788
H: -3.8469 -1.3200 -3.7876
H: -5.3279 0.7449 -3.0493
H: -3.5834 1.0001 -2.9919
H: -5.3363 0.1335 -0.6232
H: -4.3863 1.6350 -0.7151
N: 0.3130 -0.1013 -2.6998
C: 0.5939 -0.8933 -3.4828
C: 0.9129 -1.9064 -4.4386
C: 1.3781 -3.1336 -3.9640
C: 1.6727 -4.1281 -4.8802
C: 1.5079 -3.8948 -6.2394
C: 1.0469 -2.6675 -6.7007
C: 0.7438 -1.6618 -5.8014
H: 1.5100 -3.2811 -2.9010
H: 2.0332 -5.0865 -4.5332
H: 1.7422 -4.6775 -6.9487
H: 0.9239 -2.4965 -7.7611
H: 0.3827 -0.7009 -6.1426

Atom charges from the Löwdin analysis, given in e for atoms 1 to 6:
1. Sc 1.05
2. O 0.11
3. C -0.55
4. O -0.16
5. C -0.14
6. C 0.04

3.
Molecular formula: C36H55AgBN5OP2S
Method: DFT, the ωB97M-V functional and the def2-TZVPD basis

Properties
2S+1: 2
Calculated total energy: -81812.107 eV
LUMO energy (spin up / spin down): 2.05 / 2.05 eV
Total charge: -1
HOMO energy (spin up / spin down): -0.881 / -3.268 eV
F_max: 2.3 eV/A

Cartesian coordinates (Å):
Ag: 0.0011 -0.4365 0.3630
C: 4.7049 -0.2444 2.2726
C: 4.2368 1.0329 1.5741
C: 3.4754 1.8775 2.6080
C: 5.4441 1.8201 1.0673
P: 2.8545 0.5189 0.3426
C: 2.4779 2.2268 -0.3513
N: 1.0698 2.4628 -0.5548
B: -0.0513 1.5593 -0.3821
N: -1.1992 2.4202 -0.6149
C: -2.5979 2.0828 -0.6421
P: -2.9247 0.3857 0.0818
C: -3.3730 0.8298 1.8844
C: -2.4681 1.9700 2.3549
C: -4.8349 1.1893 2.1377
C: -3.0055 -0.4208 2.6880
C: -4.5069 -0.0606 -0.9383
C: -5.7334 0.8530 -0.9423
C: -4.8828 -1.4662 -0.4618
C: -3.9681 -0.1773 -2.3732
C: -0.7895 3.6848 -0.9319
C: -1.5039 4.8165 -1.2875
C: -0.8018 5.9740 -1.6017
C: 0.5828 6.0069 -1.5514
C: 1.3133 4.8799 -1.1888
C: 0.6285 3.7141 -0.8873
C: 3.6191 -0.3416 -1.1920
C: 5.0451 0.0352 -1.5820
C: 2.6830 -0.0588 -2.3711
C: 3.5523 -1.8392 -0.8831
H: 5.3360 0.0037 3.1273
H: 5.2760 -0.8844 1.6022
H: 3.8444 -0.8046 2.6327
H: 3.9735 1.8287 3.5767
H: 2.4568 1.5026 2.7176
H: 3.4199 2.9253 2.3177
H: 5.8975 2.3570 1.9015
H: 5.1560 2.5469 0.3126
H: 6.2026 1.1670 0.6459
H: 3.0313 2.3796 -1.2896
H: 2.8481 2.9619 0.3727
H: -2.9511 2.0799 -1.6835
H: -3.1877 2.8338 -0.0960
H: -2.7955 2.9371 1.9811
H: -1.4432 1.7888 2.0284
H: -2.4761 2.0085 3.4437
H: -5.1603 2.0128 1.5056
H: -4.9613 1.4905 3.1801
H: -5.4727 0.3258 1.9594
H: -1.9314 -0.5826 2.6139
H: -3.5108 -1.3041 2.3019
H: -3.2721 -0.3009 3.7392
H: -6.3382 0.7093 -0.0527
H: -6.3624 0.6167 -1.8037
H: -5.4495 1.9023 -1.0054
H: -5.1900 -1.4607 0.5826
H: -4.0210 -2.1256 -0.5537
H: -5.7020 -1.8787 -1.0541
H: -4.1065 0.7440 -2.9358
H: -4.4824 -0.9741 -2.9098
H: -2.9009 -0.4078 -2.3622
H: -2.5861 4.8062 -1.3379
H: -1.3456 6.8616 -1.9011
H: 1.1044 6.9195 -1.8106
H: 2.3943 4.9211 -1.1647
H: 5.1635 1.1125 -1.6622
H: 5.2810 -0.4038 -2.5531
H: 5.7672 -0.3462 -0.8649
H: 2.8878 0.9051 -2.8300
H: 1.6429 -0.0634 -2.0306
H: 2.8034 -0.8234 -3.1380
H: 4.1345 -2.0893 0.0013
H: 3.9310 -2.4264 -1.7216
H: 2.5198 -2.1283 -0.6980
N: -1.6719 -3.0414 -1.5392
C: -0.6717 -3.5125 -0.7138
N: 0.0127 -2.7684 0.1077
C: 0.8026 -3.4982 0.9269
C: 1.6712 -2.9796 1.8952
C: 2.3684 -3.8539 2.6967
C: 2.2411 -5.2351 2.5504
C: 1.4192 -5.7714 1.5581
C: 0.7122 -4.9007 0.7633
S: -0.4032 -5.2636 -0.5480
H: -1.6670 -2.0269 -1.5483
H: -1.6792 -3.4550 -2.4620
H: 1.7451 -1.9065 1.9879
H: 3.0302 -3.4652 3.4605
H: 2.7851 -5.8982 3.2103
H: 1.3457 -6.8406 1.4110
O: 0.5934 0.1147 2.8176
N: 0.4272 0.0200 4.0992
C: 0.1733 1.1415 4.8491
C: -0.0006 1.0723 6.2002
C: 0.0835 -0.1547 6.8711
C: 0.3394 -1.2920 6.0842
C: 0.4952 -1.1886 4.7357
H: 0.0983 2.0550 4.2798
H: -0.2070 1.9785 6.7542
H: -0.0434 -0.2288 7.9388
H: 0.3921 -2.2708 6.5379
H: 0.6762 -2.0411 4.1015

Atom charges from the Löwdin analysis, given in e for atoms 1 to 6:
1. Ag 0.65
2. C -0.11
3. C -0.69
4. C -0.11
5. C -0.10
6. P 1.12

4.
Molecular formula: C4H10N2O
Method: DFT, the ωB97M-V functional and the def2-TZVPD basis

Properties
Calculated total energy: -9333.313 eV
LUMO energy: 0.77 eV
Energy relative to the best compared isomer or geometry (same formula, charge and spin): 130.9 kcal/mol
Total charge: 0
HOMO energy: -7.600 eV
F_max: 4.7 eV/A

Cartesian coordinates (Å):
C: -0.6550 -1.4912 0.4165
C: -0.6275 -0.1749 0.8628
N: -1.2489 0.2264 2.0217
O: -0.5814 1.8878 -0.2425
N: 0.1979 0.8052 0.3334
H: -0.1013 2.6873 0.0157
H: -1.3374 1.2208 2.1567
H: -1.9884 -0.3608 2.3725
H: -0.8882 -2.2257 1.1805
H: -1.0779 -1.9003 -0.4875
H: 0.2938 -1.3806 -1.0203
C: 1.3141 0.4250 -0.5232
C: 0.9623 -0.4273 -1.7261
H: 0.1543 0.0309 -2.2945
H: 1.8091 1.3650 -0.8026
H: 1.9709 -0.1463 0.1415
H: 1.8038 -0.5413 -2.4047

Atom charges from the Löwdin analysis, given in e for atoms 1 to 6:
1. C -0.03
2. C -0.41
3. N 0.13
4. O -0.02
5. N -0.15
6. H 0.10

5.
Molecular formula: C4H8N2O
Method: DFT, the ωB97M-V functional and the def2-TZVPD basis

Properties
Calculated total energy: -9300.196 eV
LUMO energy (spin up / spin down): 0.16 / -1.01 eV
Energy relative to the best compared isomer or geometry (same formula, charge and spin): 142.9 kcal/mol
Total charge: 0
HOMO energy (spin up / spin down): -8.901 / -7.900 eV
F_max: 4.2 eV/A

Cartesian coordinates (Å):
O: 2.7374 -0.4874 -0.6115
C: 1.5828 -0.3375 -0.2692
N: 0.6670 -1.3970 0.0966
C: -0.4441 -1.4446 -0.8088
C: -1.1488 0.1906 0.8517
C: -0.3907 1.2417 0.0965
N: 1.0316 0.9006 -0.0682
H: -0.0308 -0.9045 0.9315
H: -0.3983 -1.0612 -1.8663
H: -0.9823 -2.4019 -0.8209
H: -0.8265 0.2740 1.9392
H: -2.2128 0.2174 0.8717
H: -0.4024 2.2225 0.5916
H: -0.8914 1.3409 -0.8678
H: 1.7093 1.6463 -0.0661

Atom charges from the Löwdin analysis, given in e for atoms 1 to 6:
1. O 0.07
2. C -0.57
3. N -0.03
4. C -0.03
5. C -0.06
6. C -0.25

6.
Molecular formula: C24H19ClN5NaO5
Method: DFT, the ωB97M-V functional and the def2-TZVPD basis

Properties
Calculated total energy: -59824.711 eV
LUMO energy: 4.11 eV
Energy relative to the best compared isomer or geometry (same formula, charge and spin): 0.1 kcal/mol
Total charge: -2
HOMO energy: -1.860 eV
F_max: 0.2 eV/A

Cartesian coordinates (Å):
Na: -0.3978 -0.9930 0.4707
Cl: -6.0363 3.6690 0.4248
C: -4.4906 2.9038 0.7709
C: -4.1107 2.6885 2.1035
C: -2.9226 2.0743 2.3862
C: -2.0002 1.6230 1.3666
O: -0.9366 1.0396 1.6756
C: -2.4254 1.8961 0.0059
C: -1.6402 1.5612 -1.1554
N: -0.4262 1.1526 -1.1521
C: 0.2278 0.9775 -2.3630
C: 0.0836 1.8101 -3.4517
C: 0.8060 1.5914 -4.6434
C: 1.6878 0.5565 -4.7561
C: 1.8965 -0.3058 -3.6502
C: 2.8014 -1.3909 -3.6777
C: 2.9586 -2.1688 -2.5689
C: 2.2127 -1.8610 -1.4065
N: 1.3679 -0.8667 -1.3570
C: 1.1831 -0.0929 -2.4501
C: -3.6673 2.5008 -0.2464
H: -4.7726 3.0036 2.9026
H: -2.6271 1.8870 3.4116
H: -2.1760 1.6799 -2.1104
H: -0.5854 2.6590 -3.3870
H: 0.6533 2.2661 -5.4788
H: 2.2404 0.3861 -5.6738
H: 3.3592 -1.5873 -4.5880
H: 3.6419 -3.0086 -2.5600
H: 2.3091 -2.4411 -0.4928
H: -3.9755 2.6466 -1.2769
O: -1.3871 -1.8059 -1.7735
N: -2.6044 -1.5768 -1.9366
N: -3.2516 -1.3112 -0.8363
O: -2.7136 -1.2757 0.3459
C: -4.6231 -0.9825 -0.9712
C: -5.2583 -0.4046 0.1226
C: -6.5918 -0.0363 0.0270
C: -7.3062 -0.2510 -1.1426
C: -6.6663 -0.8419 -2.2275
C: -5.3332 -1.2096 -2.1518
H: -4.6712 -0.2352 1.0142
H: -7.0666 0.4444 0.8741
H: -8.3459 0.0456 -1.2141
H: -7.2103 -1.0181 -3.1489
H: -4.8291 -1.6611 -2.9930
N: 2.1736 0.5236 2.0373
C: 2.5445 -0.5741 2.9229
C: 2.0647 -2.0031 2.5526
O: 2.4911 -2.9203 3.2795
O: 1.3110 -2.1023 1.5464
H: 1.1942 0.7654 2.1629
H: 2.2119 0.1828 1.0807
H: 2.1877 -0.3656 3.9347
H: 3.6355 -0.6316 3.0021

Atom charges from the Löwdin analysis, given in e for atoms 1 to 6:
1. Na 0.32
2. Cl 0.56
3. C -0.70
4. C -0.15
5. C -0.02
6. C -0.40

7.
Molecular formula: C21H30F17N3O4P
Method: DFT, the ωB97M-V functional and the def2-TZVPD basis

Properties
Calculated total energy: -90401.184 eV
LUMO energy: -3.15 eV
Total charge: +1
HOMO energy: -10.604 eV
F_max: 1.4 eV/A

Cartesian coordinates (Å):
N: 3.4494 -0.8363 -0.9861
P: 3.2112 -1.3612 -2.4053
N: 1.5314 -1.8685 -2.7011
C: 1.0321 -3.0958 -2.6185
N: -0.2725 -3.0213 -2.8452
C: -0.6448 -1.7168 -3.0827
C: -2.0331 -1.2411 -3.3316
C: -3.0082 -1.4487 -2.1623
C: -2.6612 -0.7135 -0.8862
F: -1.4127 -1.1096 -0.4779
F: -3.5220 -1.0607 0.0922
C: -2.5786 0.8397 -0.9369
F: -2.4518 1.2851 0.3191
F: -1.4526 1.1393 -1.6278
C: -3.8011 1.5282 -1.6181
F: -3.7047 1.3295 -2.9571
F: -4.8728 0.8411 -1.1700
C: -4.1219 3.0603 -1.3799
F: -3.8099 3.4235 -0.1327
F: -5.4587 3.1366 -1.5245
C: -3.5954 4.1590 -2.3909
F: -3.9934 5.3254 -1.8527
F: -4.2450 3.9617 -3.5505
C: -2.0923 4.3515 -2.7710
F: -2.0751 5.3856 -3.6341
F: -1.6657 3.2543 -3.4275
C: -1.0990 4.7237 -1.6335
F: -1.1540 3.7871 -0.6657
F: -1.4697 5.9107 -1.1211
C: 0.3867 4.8368 -2.0802
F: 1.1251 5.0788 -0.9982
F: 0.8035 3.6826 -2.6384
F: 0.5514 5.8209 -2.9651
C: 0.5006 -0.9986 -2.9947
H: 4.1095 -1.3735 -0.4334
H: 3.9066 -2.4990 -2.8372
H: 3.2634 -0.3768 -3.3900
H: 1.5763 -3.9951 -2.3821
H: -0.8997 -3.8113 -2.8236
H: -2.4485 -1.7638 -4.1957
H: -1.9520 -0.1975 -3.6218
H: -4.0081 -1.1699 -2.4900
H: -3.0616 -2.5048 -1.8916
H: 0.6538 0.0628 -3.0924
C: 7.0451 -4.8120 2.0479
O: 5.8510 -5.5654 1.9092
C: 4.6728 -4.7887 1.8970
C: 4.1503 -4.5803 0.4921
O: 5.0433 -3.8247 -0.3167
C: 5.8669 -4.6254 -1.1526
H: 7.8720 -5.4651 1.7775
H: 7.0503 -3.9377 1.3930
H: 7.1789 -4.4847 3.0831
H: 4.8375 -3.8223 2.3842
H: 3.9131 -5.3293 2.4693
H: 3.2087 -4.0217 0.5509
H: 3.9476 -5.5504 0.0255
H: 5.3056 -4.9938 -2.0202
H: 6.2774 -5.4772 -0.6098
H: 6.6855 -3.9988 -1.5019
C: -1.4470 2.1636 3.1998
O: -0.8637 1.8774 4.4545
C: -1.0607 2.8980 5.4204
C: -2.2090 2.5910 6.3554
O: -3.4527 2.5405 5.6783
C: -3.8916 1.2290 5.3820
H: -1.4788 1.2323 2.6373
H: -2.4632 2.5516 3.3043
H: -0.8417 2.8909 2.6451
H: -1.2307 3.8604 4.9269
H: -0.1404 2.9765 6.0058
H: -2.2738 3.3880 7.1017
H: -2.0215 1.6497 6.8821
H: -4.2861 0.7371 6.2776
H: -3.0871 0.6183 4.9648
H: -4.6928 1.3128 4.6492

Atom charges from the Löwdin analysis, given in e for atoms 1 to 6:
1. N -0.22
2. P 0.77
3. N -0.15
4. C -0.07
5. N 0.18
6. C -0.21

8.
Molecular formula: C19H54BrFN2O15S2
Method: DFT, the ωB97M-V functional and the def2-TZVPD basis

Properties
Calculated total energy: -148695.524 eV
LUMO energy: -1.26 eV
Total charge: 0
HOMO energy: -9.617 eV
F_max: 0.7 eV/A

Cartesian coordinates (Å):
O: 1.1545 -2.4700 3.7981
S: 1.2325 -1.9864 2.4668
O: 2.5055 -1.6677 1.9038
F: 0.6392 -3.0691 1.5373
C: 0.0888 -0.6775 2.1992
C: 0.4684 0.6119 2.3641
Br: 2.1695 1.1493 2.9016
C: -0.4363 1.6943 2.1234
C: -1.7114 1.4835 1.7497
C: -2.1625 0.1484 1.6192
N: -3.3954 -0.2402 1.3056
S: -3.3921 -1.8330 1.3258
N: -1.8669 -2.1255 1.7104
C: -1.2724 -0.9422 1.8429
H: -0.0511 2.6966 2.2229
H: -2.3800 2.3088 1.5667
C: 3.7090 -3.5385 -0.6470
O: 4.9461 -3.4128 0.0401
H: 3.9094 -4.0009 -1.6108
H: 3.0141 -4.1704 -0.0838
H: 3.2530 -2.5589 -0.8120
H: 4.7651 -2.9961 0.8877
C: 4.7251 -1.3054 4.9280
O: 4.6674 -0.9145 3.5614
H: 5.4654 -0.6760 5.4157
H: 3.7601 -1.1644 5.4215
H: 5.0296 -2.3494 5.0311
H: 4.0009 -1.4504 3.1144
C: -0.0393 4.9964 3.9829
O: 0.0154 5.0585 2.5613
H: -0.0062 3.9434 4.2558
H: 0.8122 5.5064 4.4396
H: -0.9686 5.4322 4.3567
H: -0.0207 5.9832 2.3034
C: 2.0800 -6.0677 -3.2458
O: 0.9967 -6.1569 -2.3189
H: 1.7588 -6.5238 -4.1766
H: 2.3422 -5.0268 -3.4449
H: 2.9578 -6.6022 -2.8725
H: 1.2790 -5.7510 -1.4954
C: 2.1750 -3.3424 -6.2809
O: 2.5651 -4.7173 -6.2524
H: 2.1561 -2.9760 -5.2587
H: 2.8864 -2.7477 -6.8584
H: 1.1792 -3.2379 -6.7159
H: 2.5781 -5.0387 -7.1571
C: -6.7677 0.9782 2.3524
O: -6.0440 1.5898 3.4179
H: -6.3610 1.3665 1.4232
H: -6.6398 -0.1067 2.3676
H: -7.8326 1.2166 2.4088
H: -6.3906 1.2524 4.2490
C: -5.6562 5.2983 4.9808
O: -5.3977 3.9106 5.1300
H: -5.5098 5.7619 5.9538
H: -4.9695 5.7633 4.2674
H: -6.6846 5.4857 4.6577
H: -5.5280 3.4840 4.2749
C: -0.8113 -0.7053 -6.6584
O: 0.4376 -0.5696 -5.9779
H: -0.6072 -1.1524 -7.6278
H: -1.4875 -1.3512 -6.0981
H: -1.2807 0.2714 -6.8087
H: 0.2595 -0.1796 -5.1187
C: -1.7242 8.0390 6.2044
O: -1.6697 8.1517 4.7857
H: -1.6901 6.9787 6.4422
H: -0.8725 8.5318 6.6800
H: -2.6510 8.4570 6.6049
H: -1.6994 9.0848 4.5595
C: -1.5755 -4.8931 -6.0520
O: -1.5531 -4.3732 -7.3834
H: -0.8082 -4.3770 -5.4819
H: -2.5462 -4.7175 -5.5820
H: -1.3554 -5.9634 -6.0524
H: -2.2306 -4.8358 -7.8826
C: 6.4566 0.4244 1.1151
O: 5.3050 1.0868 1.6210
H: 6.8068 0.9940 0.2567
H: 7.2557 0.3860 1.8599
H: 6.2254 -0.5934 0.7898
H: 4.9997 0.5735 2.3830
C: -4.7206 -1.9847 -5.4372
O: -3.4966 -1.8349 -4.7264
H: -4.4749 -2.4229 -6.4015
H: -5.4110 -2.6508 -4.9131
H: -5.2099 -1.0217 -5.6039
H: -3.6956 -1.4479 -3.8698
C: 3.4237 3.0730 -1.0315
O: 2.6223 2.3553 -0.1044
H: 2.8787 3.9766 -1.2955
H: 4.3829 3.3554 -0.5897
H: 3.6054 2.4953 -1.9425
H: 3.1112 1.5640 0.1481

Atom charges from the Löwdin analysis, given in e for atoms 1 to 6:
1. O -0.22
2. S 0.63
3. O -0.31
4. F -0.12
5. C -0.24
6. C -0.60